A structure of composition C33H39N8O2SY in a non-equilibrium geometry, computed with ωB97M-V/def2-TZVPD.

```
84
Properties=species:S:1:pos:R:3
Y -0.08432 0.09674 -0.12490
C -3.25666 -3.29535 0.03187
C -1.88857 -3.33639 -0.66323
C -1.70740 -2.26733 -1.75913
N -0.41138 -1.60940 -1.64576
C 0.45468 -1.64721 -2.64650
C 0.12241 -1.96239 -3.98558
C 0.90984 -2.37197 -5.04631
C 2.25855 -2.67206 -5.09058
C 3.14047 -2.50139 -4.03119
C 2.96259 -1.87530 -2.81848
C 1.83187 -1.20267 -2.27289
N 1.87833 -0.32415 -1.30536
C 3.15468 0.16219 -0.80896
C 3.55185 -0.50993 0.50821
C 2.73384 -0.01673 1.70527
N 1.31930 -0.37161 1.68493
C 0.91050 -1.40638 2.41281
C 1.78246 -2.36969 2.96448
C 1.59487 -3.33333 3.94589
C 0.51485 -3.56902 4.76826
C -0.70028 -2.89242 4.68879
C -1.16486 -2.02819 3.73018
C -0.57450 -1.56236 2.51555
N -1.27001 -1.10734 1.50350
C -2.72701 -1.23025 1.51496
C -3.25114 -2.66728 1.42525
H -3.65742 -4.30685 0.13021
H -3.96964 -2.75914 -0.60478
H -1.72098 -4.32075 -1.10454
H -1.09740 -3.20681 0.07903
H -2.50104 -1.51903 -1.67478
H -1.82531 -2.74688 -2.73202
H -0.93266 -1.88459 -4.21086
H 0.36196 -2.53349 -5.96971
H 2.65151 -3.08959 -6.00718
H 4.14514 -2.88309 -4.19126
H 3.84231 -1.85200 -2.18877
H 3.05918 1.24071 -0.63416
H 3.94519 0.03170 -1.55264
H 4.60461 -0.28846 0.70942
H 3.46458 -1.59629 0.40160
H 2.78747 1.08053 1.70288
H 3.19729 -0.34875 2.64070
H 2.78018 -2.35338 2.54698
H 2.46640 -3.95681 4.12337
H 0.62426 -4.31507 5.54339
H -1.41392 -3.11426 5.47646
H -2.18559 -1.69976 3.86922
H -3.10556 -0.65440 0.66580
H -3.13548 -0.73539 2.40424
H -4.27644 -2.66888 1.81015
H -2.67344 -3.30428 2.10065
C -4.07479 1.54789 -2.16515
C -2.60287 1.62342 -1.83959
O -2.15214 0.73520 -1.09925
C -1.79397 2.69275 -2.38549
C -2.37486 3.58646 -3.31091
C -1.67102 4.61777 -3.87216
C -0.32712 4.78956 -3.50634
C 0.27404 3.95101 -2.60838
C -0.42735 2.86672 -2.01202
O 0.18637 2.11854 -1.15874
H -4.50938 0.73468 -1.58980
H -4.22066 1.35259 -3.22801
H -4.58559 2.48002 -1.92958
H -3.40980 3.45263 -3.59117
H -2.13669 5.28203 -4.58464
H 0.24697 5.59764 -3.94284
H 1.31442 4.07079 -2.33562
C 2.75300 4.33784 3.63727
C 1.38744 3.77511 3.57078
N 0.59413 3.56685 4.58021
N -0.51599 3.01110 4.02717
C -0.43681 2.86514 2.69385
S -1.56065 2.22087 1.62661
N 0.78615 3.39467 2.40451
N 1.40375 3.39671 1.14602
H 2.97218 4.60102 4.66757
H 2.84922 5.23015 3.01906
H 3.48089 3.60658 3.28570
H -1.28914 2.71816 4.59827
H 1.60695 4.36646 0.91353
H 0.71317 3.06581 0.45461
```

multiplicity: 1
orbital gap: 6.9 eV
energy: -2306.05866 hartree
relative energy (zero: lowest compared OMol25 entry of this formula, charge and spin): 0.000 eV
E_HOMO: -6.67 eV

A cluster of 3 separate species, C31H71ClF3N5O7P2S2 in total, computed with ωB97M-V/def2-TZVPD.

```
122
Properties=species:S:1:pos:R:3
C -5.67565 -2.05787 -1.79138
C -5.02132 -3.17199 -0.97716
C -3.49485 -3.08769 -0.91270
C -2.98400 -1.69319 -0.52290
C -1.69065 -1.70585 0.27672
C -0.43634 -2.28635 -0.42814
C -0.31489 -1.86908 -1.88811
C 1.13829 -1.60206 -2.32167
C 1.67623 -2.51232 -3.38613
F 1.20512 -3.76128 -3.31882
F 1.39341 -2.07029 -4.61690
F 3.00522 -2.62090 -3.32762
O -0.43139 -3.73483 -0.37566
C 0.63100 -4.37308 0.28638
N 1.90099 -3.81243 -0.09498
P 0.47814 -4.23436 2.16213
S 2.09300 -3.83927 3.18766
P 0.49843 -6.18778 -0.28111
C 1.54792 -7.07272 0.95569
C 2.86570 -7.52507 0.30810
C -1.26200 -6.61888 0.11358
C -1.63355 -7.31794 1.43761
N -1.38544 -0.37916 0.83663
C -0.48182 -0.48690 2.00035
C 0.50670 0.66131 2.11158
C 1.40209 0.53427 3.34308
C 2.34776 -0.67416 3.32193
S 3.51777 -0.51270 2.00110
O 4.16137 0.77016 2.08487
O 2.96267 -0.99052 0.76455
Cl 4.89474 -1.89081 2.59625
O -0.73131 0.39599 -0.16725
C -1.51871 1.47459 -0.63873
C -0.54864 2.55047 -1.11573
N -1.23436 3.82511 -1.26313
C -0.76944 4.65846 -2.36865
C -1.19847 6.12274 -2.21423
C -0.01801 7.07835 -2.20447
O -2.11983 6.45690 -3.25749
H -6.74098 -2.25297 -1.92649
H -5.22136 -2.00560 -2.78560
H -5.57152 -1.08151 -1.31422
H -5.28664 -4.12466 -1.45002
H -5.43715 -3.20852 0.03584
H -3.08150 -3.39127 -1.88119
H -3.12483 -3.80206 -0.17036
H -2.88621 -1.06255 -1.41111
H -3.73163 -1.20058 0.10897
H -1.87317 -2.34096 1.14581
H 0.42890 -1.90764 0.11827
H -0.87893 -0.95756 -2.05238
H -0.78343 -2.65115 -2.49420
H 1.19542 -0.58940 -2.73030
H 1.80569 -1.62984 -1.45753
H 1.97278 -3.85069 -1.10796
H 2.68737 -4.30616 0.31041
H -0.08872 -5.45873 2.52374
H -0.59957 -3.37404 2.39836
H 0.99017 -7.95055 1.28513
H 1.77292 -6.47508 1.84261
H 3.30534 -6.73765 -0.30853
H 2.69294 -8.37483 -0.35667
H 3.58702 -7.82216 1.07274
H -1.58771 -7.21242 -0.74341
H -1.79887 -5.67123 0.03629
H -0.77982 -7.47213 2.09462
H -2.35517 -6.71694 1.99822
H -2.11270 -8.28003 1.25624
H -1.10906 -0.47672 2.89903
H 0.06640 -1.43932 1.97145
H -0.03940 1.59889 2.17858
H 1.15067 0.69124 1.23248
H 0.81895 0.49535 4.26903
H 2.01727 1.43675 3.40457
H 2.92939 -0.75039 4.24170
H 1.86203 -1.64136 3.15702
H -2.16247 1.85807 0.15861
H -2.16867 1.16873 -1.46974
H 0.29110 2.58600 -0.40836
H -0.13704 2.27585 -2.09224
H -1.22269 4.34889 -0.39900
H 0.32531 4.59900 -2.47719
H -1.22469 4.29296 -3.29226
H -1.74638 6.22266 -1.26887
H 0.65070 6.84940 -1.37175
H -0.34862 8.11496 -2.11845
H 0.56084 6.95456 -3.12667
H -1.78915 7.22175 -3.73656
C 4.49664 3.44007 -4.95468
C 4.04584 3.14646 -3.52839
C 3.32316 1.80484 -3.36768
O 1.98529 1.80216 -3.83488
C 1.81803 1.55236 -5.21996
N 3.25422 4.27535 -3.03365
H 3.65454 3.71867 -5.58909
H 5.19636 4.27484 -4.95899
H 4.99030 2.57477 -5.40046
H 4.94158 3.08303 -2.90291
H 3.25542 1.57846 -2.29995
H 3.88876 0.99033 -3.83877
H 2.55272 0.82956 -5.58622
H 1.88478 2.46772 -5.81305
H 0.82108 1.13331 -5.35443
H 3.05001 4.14172 -2.04790
H 2.34980 4.25081 -3.49637
C 0.03930 3.90993 5.27144
C -0.88208 4.18113 4.08775
C -1.95336 5.24285 4.36298
O -3.03321 4.79376 5.15402
C -2.84069 4.86183 6.55315
N -1.45096 2.91135 3.62644
H -0.46537 3.32742 6.04305
H 0.90722 3.33711 4.94566
H 0.39300 4.83953 5.72024
H -0.26494 4.57437 3.27221
H -2.39604 5.53992 3.40826
H -1.50359 6.13868 4.81148
H -2.26057 5.74833 6.82821
H -2.33828 3.97469 6.94701
H -3.82604 4.93145 7.01137
H -1.98363 3.06851 2.77456
H -2.14833 2.61747 4.30563
```

multiplicity: 1
SMILES string: CCCC[C@@H]([C@H](CCC(F)(F)F)O[C@@](N)([PH2]=S)P(CC)CC)N(CCCCS(=O)(=O)Cl)OCCNC[C@@H](C)O.COC[C@@H](C)N.COC[C@@H](C)N
orbital gap: 8.8 eV
energy: -4262.98608 hartree
relative energy (zero: lowest compared OMol25 entry of this formula, charge and spin): 0.220 eV
E_HOMO: -8.35 eV

A cluster of 2 separate species, C2H7N3S2 in total in a non-equilibrium geometry, computed with ωB97M-V/def2-TZVPD.

```
14
Properties=species:S:1:pos:R:3
C -1.07489 -1.41339 -0.02118
C 0.46562 0.42533 0.02872
N -0.71188 -0.15364 -0.33777
N -2.28211 -1.85512 -0.19382
N 1.56579 -0.21476 0.30837
S 3.43944 5.98867 0.64750
S 2.63248 4.44633 1.60274
H -0.30146 -2.03252 0.61983
H -1.33016 0.46169 -0.91029
H -2.84776 -2.51951 0.22733
H -2.76179 -1.27727 -0.90170
H 1.41835 -1.25563 0.24685
H 2.53154 0.11994 0.45371
H 2.85496 6.84345 1.37854
```

multiplicity: 1
orbital gap (spin up / spin down): 3.8 / 3.7 eV
net charge: +2
energy: -1040.26789 hartree
relative energy (zero: lowest compared OMol25 entry of this formula, charge and spin): 3.018 eV
E_HOMO (spin up / spin down): -15.21 / -15.20 eV

A cluster of 2 separate species, HN4O4 in total in a non-equilibrium geometry, computed with ωB97M-V/def2-TZVPD.

```
9
Properties=species:S:1:pos:R:3
N 0.73177 -0.56970 -0.23943
N 0.57077 2.00629 1.15406
N -0.43013 -0.53335 -0.73331
N -1.06912 -1.49611 -1.27708
O 1.57214 2.61251 1.54620
O -1.34517 -2.44933 -0.54571
O 1.23351 0.29749 0.53982
O -1.37611 -1.36918 -2.42067
H 0.11235 1.50138 1.97611
```

multiplicity: 1
orbital gap (spin up / spin down): 8.4 / 8.4 eV
net charge: -1
energy: -520.33351 hartree
relative energy (zero: lowest compared OMol25 entry of this formula, charge and spin): 1.412 eV
E_HOMO (spin up / spin down): -4.13 / -4.13 eV

A structure of composition C19H32LuNO3PS in a non-equilibrium geometry, computed with ωB97M-V/def2-TZVPD.

```
58
Properties=species:S:1:pos:R:3
O 5.11019 -2.17092 -0.04158
C 4.49201 -1.27049 -0.24773
O 4.30134 -0.12401 0.51471
C 3.64754 0.75679 -0.38884
C 2.40343 1.53645 0.12064
C 1.01895 0.73548 0.03429
C 1.04262 -0.71835 0.41431
C 0.64341 -1.41034 -0.90066
C 0.88690 -2.89257 -0.96678
C 0.00465 -3.52837 0.14920
C -1.52036 -3.28558 -0.17343
C -2.32352 -2.71987 1.09849
C -2.72421 -1.16388 0.97727
C -2.62990 -0.48311 2.42685
C -2.32322 1.10902 2.45976
C -3.51605 2.02900 1.91235
N -3.17608 2.69033 0.65628
C -2.60079 3.95531 0.50793
C -2.45517 4.28608 -0.89955
C -2.94657 3.13835 -1.62907
C -3.36295 2.21801 -0.58675
C 3.69160 0.14722 -1.80568
P 5.33415 0.31049 -2.76914
S 6.79733 0.87669 -1.61778
O 3.74318 -1.24946 -1.43376
H 4.40749 1.58543 -0.46806
H 2.30670 2.44711 -0.54313
H 2.58747 1.95316 1.13457
H 0.29972 1.23698 0.81267
H 0.48714 0.80091 -0.99345
H 1.94774 -1.09633 0.91512
H 0.20489 -0.88102 1.13125
H -0.44455 -1.24964 -1.04379
H 1.15690 -0.87469 -1.73508
H 0.54924 -3.20829 -1.97385
H 1.94088 -3.16639 -0.79235
H 0.26677 -3.18749 1.16812
H 0.21753 -4.61235 0.11503
H -1.99317 -4.26061 -0.41462
H -1.66314 -2.67502 -1.09381
H -1.67084 -2.84375 1.98690
H -3.20292 -3.37549 1.21443
H -3.78935 -1.08869 0.66240
H -2.09897 -0.64442 0.21921
H -1.78906 -0.91233 3.00074
H -3.59354 -0.67771 2.93057
H -1.46145 1.26602 1.72872
H -2.08031 1.39485 3.50171
H -4.40422 1.39210 1.77551
H -3.76188 2.79595 2.66604
H -2.32947 4.61951 1.35274
H -2.06889 5.21888 -1.32305
H -2.99920 3.02814 -2.71406
H -3.77239 1.25221 -0.90894
H 2.86357 0.38879 -2.51236
H 5.64741 -1.00303 -3.23105
H 5.19076 1.19384 -3.87311
Lu -0.48936 2.41115 -0.50638
```

multiplicity: 1
orbital gap: 2.3 eV
net charge: +3
energy: -2997.42888 hartree
E_HOMO: -15.81 eV

A structure of composition C4H13NO in a non-equilibrium geometry, computed with ωB97M-V/def2-TZVPD.

```
19
Properties=species:S:1:pos:R:3
C -1.58148 -1.20128 -0.83363
C -0.35670 -1.12722 0.12030
N 0.30348 0.22989 0.03484
C 1.31382 -0.15622 0.77008
C 1.27681 -0.24222 2.27004
H -1.30644 -1.01622 -1.87160
H -2.29875 -0.42644 -0.58259
H -1.99909 -2.21227 -0.79606
H -0.77975 -1.36867 1.10667
H 0.22754 -2.00896 -0.21457
H 3.08487 2.62565 -1.34573
H 2.27370 -0.45175 0.32557
H 2.81153 2.12616 -0.85106
H 1.39272 -1.27694 2.60086
H 2.10125 0.35212 2.68181
H 0.32426 0.14134 2.63396
H -0.61981 1.23719 -1.15052
H -0.96024 2.64974 -1.69495
O -1.16198 1.71093 -1.81064
```

multiplicity: 1
orbital gap: 8.1 eV
energy: -290.03943 hartree
relative energy (zero: lowest compared OMol25 entry of this formula, charge and spin): 4.286 eV
E_HOMO: -8.17 eV

A structure of composition C21H39N2O3 in a non-equilibrium geometry, computed with ωB97M-V/def2-TZVPD.

```
65
Properties=species:S:1:pos:R:3
C -0.48418 5.41856 3.94549
H -0.26835 6.47348 4.48873
C -2.09845 5.40122 3.78368
C -2.36271 4.13915 2.96090
C -1.84659 2.91197 3.61962
C -2.45526 1.49725 2.83611
C -2.04585 0.06400 3.55083
H -2.55140 0.27742 4.35961
H -1.04037 0.21235 3.43182
C -2.65572 -0.93493 2.70361
C -2.22520 -1.17593 1.15009
O -2.65825 -1.48712 0.13078
O -0.61056 -0.62188 1.30112
C -0.22628 -0.88887 -0.02682
C -0.45104 0.43062 -1.00499
N -1.06416 -0.22021 -2.13658
C -0.31246 -0.70775 -2.99587
O 0.83299 -1.05749 -3.01889
C -1.46864 -0.95178 -4.29571
H -0.94929 -0.92838 -5.21120
C -2.56256 -0.20747 -4.03368
H -3.57240 -1.00495 -4.25326
H -2.71494 0.62020 -4.55048
C -2.57011 -0.15566 -2.42576
H -2.95701 1.19411 -2.41845
H -3.12171 -0.65639 -1.81933
H -1.37153 -2.09720 -4.13618
H 0.25164 0.94730 -1.24246
H -1.16729 0.84577 -0.38593
C 1.36736 -0.96620 0.36110
N 2.04778 -1.42707 -0.95553
C 3.52779 -0.72543 -1.05603
H 3.23634 0.26308 -1.01838
C 4.37569 -1.21183 -2.16869
H 3.69792 -1.17858 -3.08423
H 4.86068 -0.53576 -2.39053
C 4.89542 -2.47274 -2.17291
H 5.11324 -2.99644 -0.92611
H 5.74192 -2.69648 -2.73117
C 3.88101 -3.92445 -2.62685
C 2.45357 -3.62681 -2.02541
C 2.15704 -3.22544 -0.82935
H 3.04985 -3.31601 -0.13727
H 1.37457 -3.33359 -0.40589
H 1.99789 -4.53845 -2.39095
H 1.97720 -2.81937 -2.83834
H 4.06934 -3.86878 -3.47857
H 4.34407 -4.62194 -1.88648
H 3.96634 -0.94675 -0.16556
H 1.59305 -1.32947 -1.87493
H 1.67939 0.11508 0.49868
H 1.49592 -1.52104 1.11586
H -0.60902 -1.60521 -0.46113
H -3.75056 -0.95902 2.69221
H -2.46374 -1.90750 3.37097
H -3.78231 1.46880 2.80679
H -2.05973 1.64927 1.75998
H -2.42207 2.63969 4.56859
H -1.03303 2.65040 3.66339
H -2.02605 3.98676 2.19914
H -3.40042 4.23654 2.79859
H -2.42521 5.17852 4.83239
H -2.37451 6.27246 3.26869
H 0.07913 4.46442 4.40434
H 0.09183 5.49192 2.97679
```

multiplicity: 1
orbital gap: 10.0 eV
net charge: +1
energy: -1157.68729 hartree
relative energy (zero: lowest compared OMol25 entry of this formula, charge and spin): 26.676 eV
E_HOMO: -11.98 eV

A structure of composition C19H29NO4 in a non-equilibrium geometry, computed with ωB97M-V/def2-TZVPD.

```
53
Properties=species:S:1:pos:R:3
C -6.23753 -1.50317 1.37934
C -4.85827 -0.71645 1.05027
C -5.15805 0.74584 0.40741
C -4.01840 1.47160 0.12790
O -3.28421 0.82229 -1.07774
C -2.32124 0.07272 -0.68580
C -1.82076 -0.36823 0.65244
C -0.66257 -1.06466 0.39571
C -0.08791 -1.51339 -0.74865
C -0.54149 -1.19035 -1.88658
C -1.73642 -0.11683 -1.89726
H -2.21473 0.08517 -2.95801
H -0.14365 -1.68890 -2.91856
C 1.18489 -2.30554 -0.48838
O 1.34517 -3.09495 0.33184
C 2.10076 -2.38278 -1.52745
C 2.74114 -1.09576 -1.91903
N 3.46217 -0.35485 -0.86931
H 4.40003 -0.76952 -0.76451
C 2.77052 0.17229 0.36075
C 2.79223 -0.86057 1.31446
O 2.02033 -0.66694 2.53425
O 3.75477 -1.69835 1.32119
H 3.61576 -2.40689 2.15920
H 1.73966 0.44351 -0.23645
C 3.42762 1.51146 0.73342
C 4.85767 1.22540 0.99580
H 5.11840 0.77156 1.66381
H 5.12583 2.30986 1.53203
H 5.40786 1.18810 0.13633
C 3.04061 2.69835 -0.32623
C 1.52255 2.94204 -0.45334
H 1.23402 3.30473 0.67948
H 0.91602 2.01187 -0.69340
H 1.37247 3.73463 -1.00575
H 3.40224 2.45134 -1.22145
H 3.63522 3.48189 -0.18460
H 2.82986 1.73287 1.95078
H 3.31942 -0.96479 -2.84575
H 1.75401 -0.13952 -2.10828
H 1.78504 -2.82889 -2.39414
H 2.86812 -2.92683 -1.14057
H -0.31604 -1.42734 1.49536
H -2.20155 -0.04804 1.44680
H -4.49422 2.56083 -0.24757
H -3.31123 1.55539 1.04510
H -5.88334 1.11306 1.14825
H -5.71754 0.36471 -0.46983
H -4.46488 -0.47580 1.90081
H -4.48541 -1.20710 0.44027
H -6.02939 -2.41922 1.69087
H -6.92893 -0.92248 1.91596
H -6.62659 -1.61334 0.25886
```

multiplicity: 1
orbital gap: 8.9 eV
energy: -1096.48792 hartree
relative energy (zero: lowest compared OMol25 entry of this formula, charge and spin): 17.445 eV
E_HOMO: -8.30 eV